{"formula": "C25H22F6N5O12RuS", "method": "the ωB97M-V functional and the def2-TZVPD basis", "spin_multiplicity": 2, "e_lumo_ev": [-1.98, -1.98], "species": ["Ru", "C", "C", "N", "C", "C", "C", "O", "O", "C", "O", "C", "C", "C", "F", "C", "C", "C", "N", "C", "C", "N", "C", "C", "H", "H", "H", "H", "H", "H", "H", "H", "H", "H", "H", "H", "H", "H", "H", "H", "H", "H", "F", "C", "F", "H", "O", "C", "O", "C", "C", "C", "C", "C", "C", "N", "O", "O", "N", "O", "O", "H", "H", "H", "F", "C", "F", "F", "S", "O", "O", "O"], "positions_angstrom": [[-2.782, -0.545, -0.315], [3.140, -2.860, 4.011], [2.828, -1.388, 3.746], [1.884, -1.208, 2.663], [0.556, -1.270, 2.961], [-0.419, -0.900, 2.085], [-1.857, -1.060, 2.546], [-2.093, -1.068, 3.737], [-2.725, -1.287, 1.622], [-0.073, -0.378, 0.797], [-0.903, 0.229, 0.040], [1.307, -0.526, 0.419], [1.711, -0.239, -0.898], [3.032, -0.380, -1.258], [3.409, -0.071, -2.523], [3.993, -0.832, -0.365], [3.586, -1.137, 0.948], [2.273, -0.964, 1.363], [5.371, -1.015, -0.656], [5.831, -1.181, -2.018], [7.246, -1.801, -1.923], [7.380, -2.320, -0.539], [7.506, -1.199, 0.424], [6.332, -0.242, 0.109], [3.873, -2.949, 4.809], [3.529, -3.345, 3.120], [2.239, -3.388, 4.313], [3.743, -0.834, 3.525], [2.388, -0.949, 4.644], [0.285, -1.597, 3.954], [0.986, 0.097, -1.623], [4.331, -1.520, 1.626], [5.881, -0.240, -2.579], [5.145, -1.846, -2.541], [8.024, -1.057, -2.097], [7.370, -2.613, -2.640], [8.125, -3.011, -0.436], [6.447, -2.723, -0.332], [8.475, -0.715, 0.309], [7.428, -1.601, 1.436], [6.691, 0.627, -0.460], [5.868, 0.123, 1.023], [-4.726, -1.696, -1.768], [-4.256, -1.950, -0.532], [-3.610, -3.135, -0.606], [-5.094, -2.037, 0.175], [-3.249, 1.785, -0.010], [-4.459, 1.571, 0.188], [-4.908, 0.426, 0.420], [-5.435, 2.706, 0.128], [-6.785, 2.440, 0.313], [-7.707, 3.477, 0.179], [-7.297, 4.767, -0.125], [-5.942, 5.010, -0.302], [-5.001, 3.986, -0.180], [-5.493, 6.337, -0.626], [-6.332, 7.214, -0.725], [-4.297, 6.505, -0.779], [-9.112, 3.204, 0.344], [-9.441, 2.048, 0.533], [-9.883, 4.146, 0.283], [-7.108, 1.439, 0.549], [-8.018, 5.566, -0.238], [-3.950, 4.177, -0.333], [-1.072, -1.471, -5.274], [-2.148, -1.175, -4.535], [-2.863, -2.288, -4.399], [-2.876, -0.295, -5.216], [-1.622, -0.476, -2.862], [-1.336, -1.650, -2.049], [-0.503, 0.355, -3.176], [-2.840, 0.199, -2.403]]}

{"formula": "C9H34N6O11", "method": "the ωB97M-V functional and the def2-TZVPD basis", "spin_multiplicity": 1, "e_lumo_ev": 0.04, "e_above_lowest_kj_mol": 184.1, "smiles": "NC(N)=O.NC(N)=O.NC(N)=O.OCCO.OCCO.OCCO.O.O", "species": ["N", "C", "N", "O", "H", "H", "H", "H", "N", "C", "N", "O", "H", "H", "H", "H", "N", "C", "N", "O", "H", "H", "H", "H", "O", "C", "C", "O", "H", "H", "H", "H", "H", "H", "O", "C", "C", "O", "H", "H", "H", "H", "H", "H", "O", "C", "C", "O", "H", "H", "H", "H", "H", "H", "O", "H", "H", "O", "H", "H"], "positions_angstrom": [[-0.998, 2.382, 1.403], [0.275, 2.644, 1.171], [1.009, 2.080, 2.135], [0.595, 3.343, 0.289], [-1.284, 1.801, 2.179], [-1.590, 2.626, 0.622], [0.606, 1.345, 2.699], [2.006, 2.231, 2.089], [3.886, 0.679, 0.158], [3.285, 1.115, -0.938], [3.029, 2.335, -0.710], [2.992, 0.398, -1.851], [4.243, -0.262, 0.078], [3.603, 1.084, 1.039], [2.421, 2.827, -1.349], [3.499, 2.716, 0.099], [-2.968, 0.040, 0.824], [-4.023, 0.881, 1.022], [-3.914, 2.061, 0.499], [-4.943, 0.456, 1.680], [-2.962, -0.801, 1.384], [-2.156, 0.356, 0.314], [-3.082, 2.119, -0.070], [-4.765, 2.601, 0.421], [-0.870, 0.257, 3.336], [-0.325, -1.002, 3.167], [1.249, -1.101, 3.332], [1.923, -0.476, 2.231], [-0.710, 0.559, 4.234], [-0.800, -1.671, 3.885], [-0.576, -1.512, 2.237], [1.482, -2.165, 3.317], [1.611, -0.691, 4.275], [2.360, -1.191, 1.763], [-1.080, -0.309, -3.411], [-2.108, 0.686, -3.703], [-1.689, 2.024, -2.941], [-1.535, 1.870, -1.560], [-1.197, -0.628, -2.513], [-2.104, 0.830, -4.784], [-3.111, 0.394, -3.392], [-2.357, 2.819, -3.272], [-0.710, 2.295, -3.336], [-0.724, 1.371, -1.438], [-1.283, -2.331, -0.755], [-0.464, -3.424, -1.087], [0.456, -3.163, -2.393], [1.467, -2.311, -2.005], [-0.684, -1.623, -0.506], [0.203, -3.759, -0.293], [-1.209, -4.185, -1.321], [-0.062, -2.878, -3.308], [0.951, -4.074, -2.730], [2.085, -2.127, -2.716], [3.023, -2.729, 0.784], [3.432, -3.594, 0.833], [2.695, -2.670, -0.113], [0.279, -0.077, -0.466], [0.899, -0.679, -0.877], [0.717, 0.206, 0.337]]}

{"formula": "C8H6S2Si", "method": "the ωB97M-V functional and the def2-TZVPD basis", "spin_multiplicity": 1, "e_lumo_ev": [-0.21, -0.21], "e_above_lowest_kj_mol": 336.8, "smiles": "C#C[SiH2]c1sccc1C1=CS1", "species": ["C", "C", "Si", "C", "S", "C", "C", "C", "C", "C", "S", "H", "H", "H", "H", "H", "H"], "positions_angstrom": [[2.399, 2.316, 1.362], [2.148, 1.580, 0.451], [1.555, 0.576, -1.038], [0.516, -0.756, -0.351], [1.121, -2.334, -0.131], [-0.415, -2.942, 0.482], [-1.305, -1.890, 0.567], [-0.791, -0.676, 0.055], [-1.636, 0.413, -0.165], [-1.801, 1.680, -0.352], [-3.412, 0.929, 0.009], [2.572, 2.815, 2.315], [0.520, 1.305, -1.960], [2.962, 0.283, -1.734], [-0.524, -4.008, 0.584], [-2.347, -1.781, 0.893], [-1.563, 2.490, -0.988]]}

It is found that the maximum force values, taken in the order of the records, are 3.29, 5.65, 2.57 eV/Å.
It is found that the E values, taken in the order of the records, are -88016.5304, -41348.1761, -37936.2083 eV.